A cluster of 2 separate species, CH3N2O2 in total. Source: the OMol25 dataset; level of theory: wB97M-V/def2-TZVPD.

The calculation puts the frontier orbital gap (alpha / beta) at 8.76 / 8.75 eV. For the HOMO energy (alpha / beta), the calculation gives -15.2 / -15.2 eV. The total charge is +1. Its LUMO energy (alpha / beta) is -6.405 / -6.407 eV. For the energy relative to the best compared isomer or geometry (same formula, charge and spin), the calculation gives 3.791 eV.

Each line ends with the Löwdin charge.
CARTESIAN COORDINATES (ANGSTROEM)
O -2.46 -0.51 -0.26  0.302
O -0.99 -0.16 -1.87  0.274
N 1.32 0.16 0.31  0.132
N -1.53 -0.28 -0.87  -0.204
C 0.12 0.26 0.69  0.105
H 2.14 0.14 0.93  0.156
H -0.14 0.29 1.75  0.094
H 1.55 0.11 -0.69  0.141



A cluster of 2 separate species, CH3N2O2S in total. Source: the OMol25 dataset; level of theory: wB97M-V/def2-TZVPD.

The calculation puts the frontier orbital gap at 11.64 eV. For the HOMO energy, the calculation gives -17.8 eV. The total charge is +1. Its LUMO energy is -6.165 eV. For the energy relative to the best compared isomer or geometry (same formula, charge and spin), the calculation gives 2.156 eV.

Each line ends with the Löwdin charge.
CARTESIAN COORDINATES (ANGSTROEM)
S -1.54 0.85 -0.78  0.912
O -2.05 2.17 -1.11  -0.173
O -2.09 -0.44 -0.80  -0.150
N 1.23 -1.13 0.58  0.115
N -0.02 0.94 -0.46  -0.023
C 1.81 -1.88 1.22  0.109
H 1.93 -2.61 1.89  0.050
H 0.14 1.97 -0.36  0.148
H 0.60 0.14 -0.18  0.012



A cluster of 2 separate species, CH3N2O2S in total. Source: the OMol25 dataset; level of theory: wB97M-V/def2-TZVPD.

The calculation puts the frontier orbital gap at 9.60 eV. For the HOMO energy, the calculation gives -15.8 eV. The total charge is +1. Its LUMO energy is -6.243 eV. For the energy relative to the best compared isomer or geometry (same formula, charge and spin), the calculation gives 2.391 eV.

Each line ends with the Löwdin charge.
CARTESIAN COORDINATES (ANGSTROEM)
S -3.06 -2.15 -0.43  0.885
O -3.14 -3.33 -1.14  -0.111
O -4.04 -1.41 0.23  -0.109
N -1.64 -1.55 -0.34  0.048
N 1.03 1.42 0.66  0.032
C 1.86 2.18 0.80  -0.061
H -1.60 -0.58 -0.11  0.124
H -0.89 -2.18 -0.61  0.145
H 2.46 2.88 1.26  0.046



A cluster of 3 separate species, CH3N2O4 in total. Source: the OMol25 dataset; level of theory: wB97M-V/def2-TZVPD.

The calculation puts the frontier orbital gap at 9.64 eV. For the HOMO energy, the calculation gives -5.4 eV. The total charge is -1. Its LUMO energy is 4.220 eV. For the energy relative to the best compared isomer or geometry (same formula, charge and spin), the calculation gives 0.870 eV.

Each line ends with the Löwdin charge.
CARTESIAN COORDINATES (ANGSTROEM)
O -3.13 0.58 -0.78  -0.095
O -1.12 2.10 -0.35  0.056
O -3.28 -1.17 0.50  -0.044
O 0.44 1.15 0.92  -0.037
N -1.42 -0.09 0.50  0.122
N -2.62 -0.21 0.09  -0.485
C -0.65 1.03 0.33  -0.649
H -2.00 2.66 2.51  0.055
H -1.20 2.36 2.40  0.041
H -1.92 1.85 -0.80  0.036



A structure of composition CH3N2O4P. Source: the OMol25 dataset; level of theory: wB97M-V/def2-TZVPD.

The calculation puts the frontier orbital gap at 10.56 eV. For the HOMO energy, the calculation gives -11.3 eV. Its LUMO energy is -0.697 eV. For the energy relative to the best compared isomer or geometry (same formula, charge and spin), the calculation gives 0.000 eV.

Each line ends with the Löwdin charge.
CARTESIAN COORDINATES (ANGSTROEM)
P -0.01 -1.11 -1.57  0.384
O 0.70 -2.02 -2.39  -0.203
O -0.91 0.03 -1.78  -0.252
O 1.15 -0.25 -0.33  -0.023
O -0.73 -1.81 -0.24  -0.068
N 0.21 0.03 0.52  -0.335
N -0.68 -0.75 0.63  0.083
C 0.05 1.25 1.20  0.047
H -0.17 1.01 2.26  0.133
H 1.01 1.78 1.11  0.123
H -0.63 1.82 0.60  0.110



A cluster of 2 separate species, CH3N2OP in total. Source: the OMol25 dataset; level of theory: wB97M-V/def2-TZVPD.

The calculation puts the frontier orbital gap (alpha / beta) at 9.58 / 7.65 eV. For the HOMO energy (alpha / beta), the calculation gives -10.8 / -8.5 eV. Its LUMO energy (alpha / beta) is -1.226 / -0.808 eV. For the energy relative to the best compared isomer or geometry (same formula, charge and spin), the calculation gives 3.283 eV.

Each line ends with the Löwdin charge.
CARTESIAN COORDINATES (ANGSTROEM)
P -1.09 -0.78 -1.11  0.833
O -0.17 -1.69 -2.08  -0.382
N -2.29 -2.87 0.52  0.086
N 0.30 0.23 1.41  0.035
C -1.76 -2.08 -0.13  -0.519
H -0.51 0.61 1.88  -0.045
H 0.20 -1.24 -2.84  0.043
H 0.79 1.01 0.96  -0.052



Question: Which of these has the lowest energy relative to the best compared isomer or geometry (same formula, charge and spin)?
Answer: CH3N2O4P